No. 1
C16H25ClInNO4P2S2 as an isolated structure. Source: the OMol25 dataset; level of theory: wB97M-V/def2-TZVPD.

The spin multiplicity is 1. The molar mass comes out at 571.7 g mol⁻¹. The value obtained for the energy above the lowest of the compared OMol25 structures with the same formula, charge and spin is 49.3 kcal per mole. The total energy is -84605.5099 eV. The net charge is +2.

Each line ends with the Löwdin charge.
Geometry (Å):
C: 2.94153 1.07278 -3.59691  -0.0093
C: 1.59696 0.62056 -3.19340  -0.3478
H: 2.98262 1.14634 -4.69309  0.1258
H: 3.72065 0.38751 -3.22059  0.1061
H: 3.17946 2.04502 -3.13356  0.1086
O: 0.60303 0.35195 -3.82668  0.1377
Cl: 3.49448 0.57922 0.39846  0.0799
In: 1.48587 0.36525 -0.84541  0.2537
P: 1.53797 -2.22245 -1.05666  0.7602
C: 0.21378 -3.37820 -1.51622  -0.1973
C: 2.81307 -2.56654 -2.29694  -0.2393
H: 2.98890 -3.64598 -2.28235  0.0706
H: 2.66527 -3.92561 0.19227  0.0765
H: 3.73666 -2.03694 -2.05332  0.0566
H: 2.97409 -2.29615 0.90340  0.0336
H: -0.35380 -2.97641 -2.36580  0.0587
H: 2.48080 -2.26504 -3.29308  0.0584
C: 2.21847 -2.95864 0.46388  -0.2185
H: 0.70739 -4.31954 -1.80595  0.0818
H: 1.40373 -3.10429 1.18397  0.0599
H: -0.46944 -3.54114 -0.67077  0.0355
P: -0.10479 2.45710 -0.62628  0.7869
C: -1.89178 2.55007 -0.94832  -0.2073
C: 0.01874 3.42624 0.90166  -0.2617
H: 1.62640 3.67252 -1.82200  0.0529
H: 0.12595 4.62772 -1.63752  0.0765
H: 0.23124 3.33728 -2.87930  0.0622
C: 0.53186 3.63329 -1.86851  -0.2326
H: 1.06613 3.58242 1.16545  0.0571
H: -0.47979 4.38585 0.72607  0.0734
H: -2.25862 3.52639 -0.60243  0.0817
H: -2.41753 1.74879 -0.42182  0.0390
H: -0.44932 2.90002 1.73918  0.0273
H: -2.08746 2.45475 -2.02048  0.0684
C: -1.03921 -0.26333 -1.97892  -0.0913
O: -1.88017 -0.45438 -2.72481  0.1503
O: -1.93186 -2.79636 0.73931  -0.2636
S: -1.98107 -1.36597 0.93137  0.6700
O: -2.70376 -0.57443 -0.04739  -0.2982
N: -0.45517 -0.73241 1.07838  -0.1448
C: -0.24603 -0.12170 2.26319  -0.7420
S: 1.11378 0.78555 2.54492  0.9395
C: -1.35399 -0.26294 3.18636  -0.2361
C: -1.47868 0.24789 4.47852  0.0009
C: -2.67596 0.05251 5.16430  -0.0162
C: -3.71823 -0.67556 4.56124  -0.0053
C: -3.60116 -1.19597 3.25843  0.0118
C: -2.41221 -0.94845 2.58541  -0.2076
H: -0.63209 0.79312 4.89540  0.1197
H: -2.79109 0.46414 6.17808  0.1330
H: -4.64124 -0.83335 5.11099  0.1262
H: -4.40436 -1.75250 2.77826  0.1388



No. 2
One molecule with the formula C2H5ClN2. Source: the OMol25 dataset; level of theory: wB97M-V/def2-TZVPD.

The spin multiplicity is 1. The molar mass comes out at 92.5 g mol⁻¹. The value obtained for the energy above the lowest of the compared OMol25 structures with the same formula, charge and spin is 72.3 kcal per mole. The total energy is -17654.4393 eV. The net charge is 0.

Each line ends with the Löwdin charge.
Geometry (Å):
N: 1.16108 -0.76156 0.80922  -0.1225
N: 1.11958 -0.73124 -0.51825  -0.0957
C: 0.08930 -0.03191 -1.04438  -0.2457
C: -0.76515 0.71978 -0.15619  -0.7100
Cl: -2.10657 1.73611 -0.65723  0.5812
H: 1.50006 -1.71226 1.30713  0.1424
H: 0.15852 -0.34987 1.47694  0.1791
H: 0.07500 0.15927 -2.10390  0.0934
H: -1.24558 -0.18633 0.37841  0.0934
H: 0.01376 1.15801 0.50825  0.0843



No. 3
One molecule with the formula C6H9N3O. Source: the OMol25 dataset; level of theory: wB97M-V/def2-TZVPD.

The spin multiplicity is 1. The molar mass comes out at 139.2 g mol⁻¹. The value obtained for the energy above the lowest of the compared OMol25 structures with the same formula, charge and spin is 134.1 kcal per mole. The total energy is -12880.1288 eV. The net charge is 0.

Each line ends with the Löwdin charge.
Geometry (Å):
C: 1.57750 0.26027 3.88045  -0.1493
C: 0.60644 0.79103 3.12142  -0.0959
C: 2.01279 -0.29273 1.84070  -0.1825
C: 0.19650 1.11936 0.75418  0.0068
C: -1.68353 0.85041 -2.25581  -0.1005
C: 0.26737 -0.93089 -0.70854  -0.0390
N: 2.42659 -0.47157 3.06769  0.0509
N: 0.84317 0.41721 1.78806  -0.0846
N: 0.06954 0.47751 -0.34378  -0.1358
O: -0.52951 1.20784 -1.48300  -0.1972
H: 1.80432 0.09736 4.93230  0.1031
H: -0.04222 1.59397 3.48058  0.1162
H: 2.37926 -0.51548 0.84264  0.1122
H: -2.41426 0.53937 -1.49013  0.0824
H: -2.12270 1.79170 -2.84080  0.1368
H: -1.45918 -0.00948 -2.94152  0.0722
H: 1.35416 -1.14388 -0.79737  0.0722
H: -0.03488 -1.72652 0.10003  0.1296
H: -0.25607 -1.24646 -1.69529  0.1024



No. 4
C8H10N2O2PtSSbSe4 as an isolated structure. Source: the OMol25 dataset; level of theory: wB97M-V/def2-TZVPD.

The spin multiplicity is 2. The molar mass comes out at 830.9 g mol⁻¹. The total energy is -297539.2533 eV. The net charge is -2.

Each line ends with the Löwdin charge.
Geometry (Å):
Pt: 0.03970 0.79490 -0.07130  0.4846
N: -2.83520 -1.90740 -1.55030  0.1521
C: -2.35910 -0.97930 -0.70220  -0.6369
O: -1.68390 -1.27050 0.27840  -0.0501
C: -2.78320 0.44380 -1.02160  -0.2641
C: -1.89210 1.47010 -0.33060  -0.3778
H: -2.44770 -2.83580 -1.50110  0.1031
H: -3.18640 -1.60950 -2.45420  -0.0409
H: -3.82820 0.55900 -0.70740  0.1109
H: -2.75580 0.58130 -2.10450  0.0232
H: -2.21500 1.61880 0.70970  0.0361
H: -1.95620 2.43090 -0.85580  0.0376
O: 0.13580 1.73090 1.94790  -0.2624
N: 1.25550 1.64740 2.60460  -0.2282
C: 1.38700 2.38460 3.72280  -0.0403
C: 2.52360 2.36030 4.49250  -0.0971
C: 3.58450 1.54270 4.10260  -0.1058
C: 3.45320 0.80280 2.95550  -0.1238
C: 2.28970 0.85000 2.17320  -0.6883
S: 2.19810 -0.04180 0.74060  0.5744
H: 0.52980 2.99530 3.95640  0.1278
H: 2.58720 2.97710 5.37420  0.0884
H: 4.49440 1.50310 4.67950  0.0928
H: 4.23900 0.16330 2.58760  0.0915
Se: -3.16090 -0.50390 -4.80650  -0.2593
Sb: -0.69000 -0.14480 -5.18160  -0.1231
Se: -0.43860 1.83260 -6.76080  -0.3656
Se: 0.03180 -2.15880 -6.58700  -0.3661
Se: 0.34690 0.34260 -2.25510  0.1072



No. 5
C18H34Br4Cl4F2N3O6 as an isolated structure. Source: the OMol25 dataset; level of theory: wB97M-V/def2-TZVPD.

The spin multiplicity is 1. The molar mass comes out at 887.9 g mol⁻¹. The total energy is -371649.3145 eV. The net charge is -1.

Each line ends with the Löwdin charge.
Geometry (Å):
C: 3.84681 -0.47397 0.99651  -0.1197
O: 3.31666 0.73428 0.36686  -0.2056
C: 2.00082 1.07815 0.82031  -0.1363
C: 0.95391 0.89264 -0.37436  -0.0072
N: 0.05565 -0.18387 -0.72383  -0.0713
C: -0.02409 -1.39034 0.13942  -0.5890
Br: 0.02599 -3.03800 -1.00080  0.7303
C: -1.26853 -1.38280 1.17123  -0.6239
C: -2.48091 -0.44544 0.73078  -0.2375
Br: -1.99036 -3.23260 1.54647  0.6105
C: -0.65876 0.16017 -1.95706  0.0124
C: -0.21195 1.55708 -2.42824  0.0753
N: 0.74329 1.88736 -1.38258  -0.0357
C: 1.42435 3.21948 -1.45090  -0.1580
C: 0.68076 4.40997 -0.65321  -0.5858
C: -0.28873 3.97600 0.55152  -0.3899
Cl: -0.43440 5.23622 -1.89872  0.5404
H: 4.13521 -1.20545 0.15308  0.0662
H: 4.82338 -0.28444 1.57780  0.1032
H: 3.12077 -1.02609 1.68334  0.0844
H: 2.02151 2.21196 1.05696  0.1350
H: 1.65785 0.56610 1.77990  0.1122
H: 0.92722 -1.39600 0.79700  0.1215
H: -0.87145 -0.98096 2.17764  0.1200
H: -2.07728 0.60537 0.46218  -0.0204
H: -2.98725 -0.83889 -0.23562  0.0920
H: -3.25652 -0.27116 1.55838  0.0254
H: -1.42215 -0.47970 -2.50029  0.1272
H: -0.49734 2.18714 -3.32662  0.1426
H: 1.39326 3.52731 -2.56418  0.1131
H: 2.52771 3.10072 -1.17964  0.1404
H: 1.49502 5.10566 -0.25828  0.1067
H: 0.22933 3.51154 1.45583  0.0399
H: -0.85990 4.89998 0.95031  0.0296
H: -1.07426 3.18628 0.16462  -0.1076
F: 5.34241 -2.71485 0.77346  -0.7446
O: -3.25561 6.30078 0.32171  0.2790
H: -2.41809 5.93786 -0.07847  0.1199
H: -3.07247 7.06729 0.90519  0.1857
H: -3.75663 5.59421 0.79920  0.1659
F: -2.61766 3.52894 -1.63026  -0.7872
O: -5.47541 -3.66851 0.19715  0.2119
H: -5.79247 -2.81586 -0.22325  0.1266
H: -6.14340 -4.03687 0.81961  0.1770
H: -4.59352 -3.55242 0.63650  0.0792
Br: -2.32153 2.71730 1.68827  -0.0524
C: 1.69608 1.38042 5.64615  -1.6936
Cl: 3.20846 1.18699 4.74056  0.4712
Cl: 0.34718 1.71061 4.53595  0.4167
Cl: 1.35389 -0.07905 6.59055  0.3943
H: 1.80715 2.27930 6.34212  -0.2657
N: -5.69984 -1.16097 1.88633  0.3131
H: -6.40131 -1.86802 2.12072  0.1404
H: -5.56646 -0.53378 2.68832  0.1693
H: -4.81105 -1.62250 1.66052  0.0709
H: -6.01888 -0.61670 1.07558  0.1666
C: 2.82113 -3.16841 -3.78584  0.0027
C: 3.16159 -3.59946 -2.56989  0.0015
C: 4.43958 -4.30608 -2.33608  -0.3848
O: 4.74877 -4.70204 -1.23218  0.1230
C: 5.32514 -4.51329 -3.50214  0.0254
C: 4.98408 -4.08151 -4.71765  0.0031
C: 3.70659 -3.37601 -4.95057  -0.4019
O: 3.39542 -2.97970 -6.06126  0.0708
H: 1.88880 -2.65003 -3.97476  0.1063
H: 2.52432 -3.45380 -1.70661  0.0323
H: 6.25706 -5.03150 -3.31377  0.1212
H: 5.62083 -4.22602 -5.58187  0.1132
Br: 1.98779 2.42308 8.20192  -0.2821
O: -5.71952 -3.35943 -2.73983  -0.4456
H: -5.84502 -3.58018 -1.83186  -0.2696



No. 6
One molecule with the formula C7H14O4S. Source: the OMol25 dataset; level of theory: wB97M-V/def2-TZVPD.

The spin multiplicity is 1. The molar mass comes out at 194.3 g mol⁻¹. The value obtained for the energy above the lowest of the compared OMol25 structures with the same formula, charge and spin is 108.9 kcal per mole. The total energy is -26506.3116 eV. The net charge is 0.

Each line ends with the Löwdin charge.
Geometry (Å):
C: -3.29251 0.48670 1.25010  -0.1535
C: -2.58976 -0.80875 0.67905  -0.4580
S: -1.96034 -0.51870 -1.09066  0.9282
C: -0.10386 -0.29280 -0.71964  -0.6424
O: 0.10392 -1.48792 -0.24820  -0.1958
C: 1.50212 -1.65313 0.32142  -0.0200
C: 2.34742 -0.37629 0.11618  -0.2874
O: 3.64189 -0.44932 0.76610  0.0032
C: 1.61369 0.94348 0.28419  -0.3438
O: 1.86445 1.67143 -0.83456  -0.0063
C: 0.04874 0.74770 0.30603  -0.2424
O: -0.89113 1.99725 0.09282  -0.1575
H: -3.45659 0.36823 2.46296  0.1200
H: -2.65844 1.34676 1.20718  -0.0023
H: -4.29020 0.44932 0.38587  0.1595
H: -1.66160 -1.16593 1.07347  0.0377
H: -3.35594 -1.52254 0.58579  0.0369
H: 0.41041 -0.07493 -1.75242  0.1758
H: 1.87842 -2.56669 -0.29866  0.1622
H: 1.53254 -1.86210 1.41850  0.1383
H: 2.62452 -0.33454 -0.95944  0.1596
H: 4.25911 0.00504 0.23135  0.0723
H: 1.82063 1.45926 1.21690  0.1601
H: 1.28862 2.45143 -0.52530  0.1498
H: -0.23626 0.20336 1.19639  0.1382
H: -1.69792 1.40961 -0.42533  0.0677



Q: Which formula does entry 1 have?
A: C16H25ClInNO4P2S2